C13H23BF4IrNP | wB97M-V/def2-TZVPD

Values from the calculation:
calculated total energy = -1433.2181 Eh
gap between HOMO and LUMO (spin up / spin down) = 5.58 / 6.57 eV
⟨S²⟩ = 8.77

```
! RIJCOSX wB97M-V def2-TZVPD def2/J DEFGRID3
* xyz 2 6
C 0.448 3.324 -3.099
C -0.792 2.850 -2.712
C -0.948 1.685 -1.954
C 0.198 1.037 -1.455
C 1.456 1.472 -1.904
C 1.587 2.608 -2.706
C -2.379 1.313 -1.760
C -2.786 -0.137 -1.552
N -1.987 -1.121 -2.360
Ir 0.257 -0.484 -0.015
C 2.680 0.717 -1.503
P 2.085 -0.950 -0.942
H -1.697 3.357 -3.060
H 2.582 2.950 -2.984
H 0.532 4.222 -3.715
H 3.241 1.189 -0.674
H 3.390 0.609 -2.335
H -2.768 1.890 -0.904
H -2.952 1.698 -2.621
H -2.705 -0.436 -0.504
C 3.398 -1.450 0.195
C 2.323 -1.973 -2.412
H -3.819 -0.275 -1.891
C -1.774 -0.717 -3.801
C -2.629 -2.493 -2.235
H 1.115 -1.437 1.072
H -2.381 -1.383 -4.419
H -2.095 0.316 -3.935
H -0.698 -0.823 -4.038
H -3.018 -2.751 -3.229
H -1.900 -3.245 -1.899
H -3.479 -2.404 -1.544
H 3.398 -2.021 -2.649
H 1.951 -2.983 -2.185
H 1.784 -1.548 -3.270
H 4.385 -1.210 -0.214
H 3.259 -0.935 1.154
H 3.301 -2.531 0.338
H -1.045 -1.151 -1.949
F -1.107 0.014 1.337
B -0.224 0.713 2.710
F 0.084 -0.397 3.447
F 0.817 1.293 1.986
F -1.112 1.598 3.234
*
```

C13H23BMgN6OSi | wB97M-V/def2-TZVPD

Values from the calculation:
calculated total energy = -1426.9085 Eh
gap between HOMO and LUMO (spin up / spin down) = 4.21 / 4.47 eV

```
! RIJCOSX wB97M-V def2-TZVPD def2/J DEFGRID3
* xyz 2 1
C 1.663 -2.727 0.825
N 1.567 -1.671 -0.007
N 2.503 -1.874 -1.009
C 3.195 -2.999 -0.756
C 2.684 -3.589 0.392
B 2.601 -0.848 -2.169
N 1.212 -0.491 -2.795
N 0.081 -0.201 -2.046
C -0.896 0.109 -2.933
C -0.387 0.051 -4.252
C 0.958 -0.305 -4.104
Mg 0.039 -0.248 0.110
N 3.045 0.476 -1.505
N 2.273 1.086 -0.539
C 2.957 2.196 -0.183
C 4.169 2.282 -0.908
C 4.173 1.166 -1.738
H 2.571 2.899 0.550
H 4.875 0.814 -2.484
H 4.924 3.047 -0.849
H 3.364 -1.218 -3.018
H 1.742 -0.405 -4.836
H 3.985 -3.325 -1.403
H -0.902 0.235 -5.168
H 2.967 -4.515 0.836
H -1.905 0.355 -2.628
H 0.984 -2.834 1.657
H -0.157 2.465 -0.159
C -1.185 2.826 0.068
H -1.798 2.783 -0.846
H -1.709 2.188 0.823
H -1.140 3.860 0.447
C -4.343 0.088 1.391
Si -2.672 -0.248 2.225
C -2.554 1.314 3.289
C -2.872 -1.659 3.467
O -1.415 -0.461 1.253
H -5.138 0.140 2.151
H -4.628 -0.692 0.673
H -4.369 1.049 0.853
H -3.432 1.275 3.951
H -1.653 1.336 3.916
H -2.595 2.250 2.717
H -3.011 -2.634 2.979
H -1.982 -1.751 4.107
H -3.730 -1.503 4.139
*
```

C13H23BN2O3 | wB97M-V/def2-TZVPD

Values from the calculation:
calculated total energy = -869.3308 Eh
gap between HOMO and LUMO = 10.00 eV
SMILES = CC(C)(O)Cn1cc(B2OC(C)(C)C(C)(C)O2)cn1

```
! RIJCOSX wB97M-V def2-TZVPD def2/J DEFGRID3
* xyz 0 1
N 1.109 0.128 -2.195
O 2.058 1.720 -4.117
O -2.118 -1.029 0.440
O -0.696 -0.359 2.270
B -0.885 -0.537 0.878
C 0.158 -0.408 -1.464
C 0.247 -0.043 -0.101
C 1.318 0.846 -0.078
N 1.824 0.844 -1.369
C 4.240 2.651 -3.724
C 3.833 0.168 -3.572
C -3.764 0.144 1.670
C -3.796 -2.286 1.633
C -1.353 -2.362 3.323
C -2.400 -0.211 4.071
C 2.911 1.730 -1.856
C 3.237 1.580 -3.338
C -2.892 -1.084 1.653
C -1.844 -0.999 2.881
H 1.338 1.174 -3.694
H -0.533 -1.140 -1.853
H 1.665 1.420 0.754
H 5.207 2.462 -3.305
H 3.874 3.639 -3.433
H 4.348 2.665 -4.793
H 4.725 0.064 -3.052
H 3.170 -0.602 -3.176
H 4.038 0.000 -4.635
H -4.274 0.230 0.714
H -3.187 1.078 1.783
H -4.516 0.075 2.478
H -4.464 -2.258 0.777
H -3.186 -3.194 1.550
H -4.439 -2.347 2.503
H -2.170 -2.970 3.661
H -0.940 -2.921 2.494
H -0.591 -2.281 4.084
H -2.695 0.795 3.763
H -1.600 -0.072 4.803
H -3.296 -0.661 4.528
H 2.523 2.744 -1.704
H 3.816 1.606 -1.254
*
```

C13H23BeClNO4P | wB97M-V/def2-TZVPD

Values from the calculation:
calculated total energy = -1680.8449 Eh
gap between HOMO and LUMO = 6.67 eV

```
! RIJCOSX wB97M-V def2-TZVPD def2/J DEFGRID3
* xyz 0 1
C -2.898 0.338 -3.947
C -2.593 -0.911 -3.431
C -1.753 -1.050 -2.302
C -1.434 0.112 -1.571
C -1.549 1.356 -2.215
C -2.335 1.477 -3.374
C -1.489 -2.506 -1.948
C -0.145 -3.185 -1.499
N 1.187 -2.696 -1.764
Be -1.580 0.312 0.255
C -0.895 2.592 -1.613
P 0.651 2.260 -0.686
H -2.988 -1.798 -3.934
H -2.512 2.449 -3.833
H -3.580 0.413 -4.787
H -1.575 3.071 -0.891
H -0.676 3.357 -2.377
H -2.192 -2.795 -1.147
H -1.808 -3.095 -2.825
H -0.196 -3.349 -0.408
C 1.269 3.694 0.190
C 1.858 1.668 -1.881
H -0.152 -4.208 -1.929
C 1.543 -2.086 -3.013
C 2.007 -2.447 -0.595
H 0.486 1.241 0.312
H 2.056 -2.817 -3.649
H 0.671 -1.718 -3.566
H 2.245 -1.259 -2.846
H 2.661 -3.300 -0.407
H 2.633 -1.554 -0.718
H 1.378 -2.326 0.296
H 2.342 2.512 -2.393
H 2.615 1.076 -1.345
H 1.377 1.029 -2.632
H 1.406 4.574 -0.442
H 0.567 3.927 0.999
H 2.233 3.420 0.632
H 0.120 0.235 1.334
O 1.249 -0.380 4.586
Cl 0.137 0.340 3.911
O -0.489 1.312 4.846
O 0.736 1.133 2.744
O -0.590 -0.417 1.017
*
```

C13H23Cl2GdNO | wB97M-V/def2-TZVPD

Values from the calculation:
calculated total energy = -2325.2118 Eh
gap between HOMO and LUMO (spin up / spin down) = 2.87 / 4.82 eV
⟨S²⟩ = 16.48

```
! RIJCOSX wB97M-V def2-TZVPD def2/J DEFGRID3
* xyz -1 8
Gd -0.992 3.316 1.156
Cl -0.322 3.744 -1.193
Cl 1.245 3.156 2.152
C 1.677 0.137 -1.643
H 2.408 0.923 -1.864
H 1.759 -0.141 -0.578
C -0.185 -0.067 -2.286
C 1.184 -0.678 -2.679
H -0.713 -0.496 -1.435
C 1.661 -0.215 -4.050
H 1.280 -1.735 -2.435
C 1.352 1.296 -4.249
H 2.725 -0.456 -4.186
H 1.126 -0.778 -4.825
C -0.149 1.562 -4.291
H 1.783 1.847 -3.417
H 1.823 1.656 -5.166
C -0.873 0.974 -3.053
H -0.339 2.628 -4.364
H -0.572 1.118 -5.201
H -1.073 1.821 -2.364
H -1.897 0.707 -3.373
O -1.318 1.210 1.357
C -1.182 0.029 1.885
C 0.107 -0.721 1.761
C 0.854 -0.758 3.077
C 0.290 -1.765 4.096
C -1.148 -1.564 4.508
C -2.163 -1.696 3.369
N -2.212 -0.495 2.533
H -0.141 -1.740 1.402
H 0.683 -0.200 0.975
H 1.870 -1.085 2.859
H 0.924 0.244 3.522
H 0.425 -2.788 3.701
H 0.918 -1.730 4.990
H -1.396 -2.307 5.269
H -1.273 -0.592 5.003
H -1.931 -2.573 2.753
H -3.147 -1.832 3.814
H -3.069 0.044 2.471
*
```

C13H23F5IrNOPTe | wB97M-V/def2-TZVPD

Values from the calculation:
calculated total energy = -1851.1187 Eh
gap between HOMO and LUMO (spin up / spin down) = 4.90 / 5.79 eV
⟨S²⟩ = 8.79

```
! RIJCOSX wB97M-V def2-TZVPD def2/J DEFGRID3
* xyz 2 6
C 0.759 3.266 -1.932
C -0.569 2.957 -1.670
C -0.929 1.753 -1.052
C 0.067 0.864 -0.657
C 1.410 1.201 -0.848
C 1.742 2.362 -1.545
C -2.369 1.492 -0.776
C -2.714 0.112 -0.229
N -2.135 -1.086 -1.091
Ir -0.366 -1.068 -0.012
C 2.478 0.302 -0.330
P 1.835 -1.265 0.548
H -1.361 3.646 -1.968
H 2.788 2.569 -1.749
H 1.026 4.196 -2.431
H 3.110 0.851 0.383
H 3.144 -0.012 -1.147
H -2.721 2.206 -0.016
H -2.999 1.702 -1.657
H -2.416 -0.049 0.819
C 2.620 -0.992 2.171
C 2.918 -2.482 -0.281
H -3.798 -0.053 -0.290
C -2.888 -2.352 -0.780
C -0.837 -1.363 -1.960
H 0.955 -2.352 1.224
H -2.497 -2.781 0.150
H -3.941 -2.085 -0.650
H -2.761 -3.046 -1.618
H -1.211 -2.159 -2.606
H -0.549 -0.517 -2.578
H 0.005 -1.963 -1.459
H 3.880 -2.545 0.252
H 2.418 -3.457 -0.239
H 3.094 -2.181 -1.324
H 2.680 0.080 2.387
H 2.007 -1.471 2.940
H 3.624 -1.437 2.179
H -2.612 -0.716 -1.947
F 1.091 1.695 2.088
Te -0.438 1.072 3.068
F -1.604 2.194 2.034
F -1.854 0.564 4.232
F 0.763 0.193 4.254
F -0.180 2.636 4.120
O -0.666 -0.480 1.994
*
```